This record from OMol25 describes a cluster of 14 separate species, C8H44O18 in total at a distorted geometry. The level of theory is ωB97M-V/def2-TZVPD.

Cartesian coordinates (Å):
1 O -3.062 -1.606 0.069
2 H -2.283 -1.100 0.250
3 H -3.429 -1.189 -0.674
4 O -1.269 -3.534 1.122
5 H -1.199 -3.136 0.253
6 H -2.153 -3.745 1.097
7 O 1.802 1.531 -1.333
8 H 1.024 1.326 -1.851
9 H 2.373 0.700 -1.284
10 O -0.459 -0.313 0.169
11 H 0.315 -0.291 0.702
12 H -0.252 -0.080 -0.760
13 O -1.828 -1.298 -3.415
14 H -2.758 -1.122 -3.173
15 H -1.355 -0.552 -3.162
16 O 2.094 -2.806 -0.652
17 H 1.195 -2.610 -0.922
18 H 2.109 -3.345 0.153
19 O -0.541 -3.026 -1.513
20 H -0.915 -2.453 -2.167
21 H -0.073 -3.727 -2.027
22 O 3.171 -0.572 -0.489
23 H 3.864 -0.555 -1.180
24 H 2.749 -1.458 -0.534
25 O -0.650 1.079 -2.265
26 H -0.869 1.160 -3.199
27 H -1.250 1.790 -1.964
28 O 0.507 2.447 0.973
29 H 0.301 3.275 0.568
30 H 1.346 2.176 0.518
31 C 1.728 -0.980 2.440
32 C 2.977 -1.430 3.237
33 O 2.420 -2.338 4.293
34 O 2.008 0.311 1.848
35 H 0.747 -0.932 3.006
36 H 1.583 -1.642 1.622
37 H 3.558 -0.543 3.575
38 H 3.636 -1.946 2.619
39 H 3.163 -2.579 4.866
40 H 2.677 0.241 1.173
41 C 0.764 2.523 4.422
42 C -0.362 1.730 3.784
43 O -1.331 1.176 4.576
44 O 1.439 3.144 3.491
45 H 1.454 1.813 4.871
46 H 0.301 3.137 5.170
47 H -0.110 0.941 3.022
48 H -0.900 2.416 3.109
49 H -1.875 1.958 4.931
50 H 1.199 2.744 2.700
51 C 1.769 -1.435 -4.518
52 C 1.262 -0.693 -5.743
53 O 1.132 -1.573 -6.902
54 O 1.650 -0.704 -3.331
55 H 2.772 -1.698 -4.852
56 H 1.405 -2.443 -4.392
57 H 2.023 0.033 -5.968
58 H 0.384 -0.031 -5.600
59 H 0.385 -2.098 -6.726
60 H 0.793 -0.280 -3.371
61 C -3.232 1.982 0.935
62 C -4.326 3.062 0.796
63 O -5.493 2.706 1.546
64 O -2.427 1.944 -0.163
65 H -3.536 1.002 1.073
66 H -2.719 2.196 1.853
67 H -4.648 3.184 -0.227
68 H -3.956 4.009 1.150
69 H -5.170 2.745 2.488
70 H -1.650 1.386 -0.114

Atomic forces in eV per Å
O -0.30 -1.27 1.02
H 1.26 0.47 0.49
H -1.04 0.87 -1.51
O 2.95 0.51 0.12
H 0.51 0.21 -0.30
H -3.34 -0.89 0.49
O 1.46 -0.61 0.20
H 0.14 0.05 0.01
H -1.16 1.19 0.08
O -1.85 -0.20 -1.71
H 1.37 0.56 0.59
H 0.36 -0.24 1.15
O -1.86 -2.18 -0.77
H 0.67 -0.16 -0.17
H 1.03 2.04 1.04
O 0.88 -0.73 0.21
H -0.95 -0.22 0.20
H -0.46 0.16 -0.33
O 1.46 -1.45 -0.14
H -0.74 0.71 -0.87
H -0.72 0.64 0.60
O 1.41 0.88 -0.58
H -0.44 -0.20 0.67
H 0.06 -0.31 -0.16
O -1.26 0.70 -0.97
H 0.40 0.01 -0.55
H 0.17 -0.16 0.85
O 1.06 -0.74 -0.11
H -0.29 0.98 -0.38
H -1.08 0.00 0.16
C 0.81 1.16 0.32
C -2.73 0.35 2.01
O 1.53 1.29 -0.99
O -1.23 0.02 1.13
H 1.52 0.06 -0.26
H -0.34 -1.04 -0.58
H -0.80 -0.46 0.48
H 1.09 -1.29 -1.21
H -0.27 -0.02 -0.11
H 0.52 -0.49 -0.56
C -1.49 -3.83 2.11
C -0.66 0.17 -3.03
O -2.34 1.12 2.70
O 2.60 4.01 -0.66
H -0.09 -0.35 1.07
H -0.02 0.76 0.63
H 0.66 0.65 1.09
H 0.40 0.48 -0.05
H 1.16 -2.03 -0.54
H -0.35 -0.81 -3.05
C 0.11 -0.89 -1.15
C -0.35 -0.09 -0.95
O 1.47 2.08 1.08
O 0.61 0.12 0.07
H 0.75 0.60 0.95
H -1.15 -0.35 -0.05
H 0.46 0.19 -0.49
H -0.24 -0.78 0.17
H -1.52 -1.20 0.18
H -0.03 0.12 0.14
C -0.43 1.20 1.01
C -0.35 -1.22 0.00
O 1.11 0.26 1.53
O 1.25 1.29 -3.04
H -1.91 -1.87 0.48
H 0.86 0.40 0.58
H 0.02 -0.11 -0.37
H 0.34 0.51 0.03
H -0.93 -0.21 -1.26
H 0.24 -0.40 1.26

As for the HOMO energy: -9.085 eV. The calculation puts the lowest unoccupied orbital energy at -0.0218 Eh. The frontier orbital gap comes out at 8.492 eV.

Electronic structure analysis, Löwdin charges in units of e: -0.0093 -0.0141 0.0039 -0.0369 -0.0335 -0.0203 -0.0898 -0.0355 0.0193 -0.0168 0.0005 0.0329 -0.0063 0.0870 -0.0495 -0.0162 0.0163 0.0951 -0.0490 -0.0031 0.1015 -0.0781 0.0927 -0.0259 -0.0517 0.0837 0.0956 -0.0599 0.0537 0.0510 -0.1945 -0.1598 -0.0833 -0.1048 0.1467 0.0732 0.1297 0.0813 0.0740 0.0446 -0.3132 -0.3150 -0.0666 -0.0056 0.1223 0.1169 0.1110 0.1011 0.1333 -0.0058 -0.2525 -0.2135 -0.0362 -0.0376 0.1290 0.1114 0.1158 0.1198 0.0526 0.0366 -0.2532 -0.2098 -0.0795 -0.0696 0.0957 0.1027 0.1141 0.1108 0.1094 0.0310

=====

This record from OMol25 describes a structure of composition C8H48B7O4Pb2 at a distorted geometry. The level of theory is ωB97M-V/def2-TZVPD.

Cartesian coordinates (Å):
1 Pb -2.987 1.073 -1.828
2 Pb 0.294 2.238 1.528
3 B -4.053 0.032 0.320
4 H -3.182 -0.352 -0.188
5 H -4.575 -0.774 0.812
6 H -3.758 0.676 1.134
7 H -4.725 0.567 -0.332
8 B -1.345 4.250 0.904
9 H -1.644 4.957 0.145
10 H -1.856 4.643 1.770
11 H -1.681 3.244 0.706
12 H -0.286 4.315 1.103
13 B -3.772 3.888 -1.516
14 H -4.076 4.895 -1.758
15 H -3.535 3.300 -2.389
16 H -2.923 3.759 -0.863
17 H -4.515 3.362 -0.937
18 B -0.536 1.070 -0.616
19 H 0.076 0.497 0.063
20 H 0.076 1.940 -0.794
21 H -0.757 0.555 -1.538
22 H -1.433 1.394 -0.111
23 B -1.833 1.540 -4.013
24 H -1.469 1.723 -5.012
25 H -2.803 1.984 -3.853
26 H -1.861 0.485 -3.789
27 H -1.109 2.005 -3.363
28 B -2.065 -1.960 2.069
29 H -2.648 -2.420 1.286
30 H -2.631 -2.007 2.987
31 H -1.083 -2.406 2.042
32 H -1.977 -0.951 1.699
33 B -1.769 1.171 3.010
34 H -2.182 1.247 2.016
35 H -0.727 0.893 2.979
36 H -1.868 2.094 3.560
37 H -2.267 0.332 3.470
38 C 1.782 -1.698 -3.140
39 O 2.937 -2.572 -2.938
40 C 2.585 -3.901 -2.475
41 C 2.912 -3.986 -0.949
42 O 2.738 -5.300 -0.358
43 C 2.960 -5.382 1.030
44 H 2.190 -0.691 -3.228
45 H 1.103 -1.651 -2.289
46 H 1.107 -1.980 -3.947
47 H 3.274 -4.566 -2.996
48 H 1.619 -4.203 -2.879
49 H 2.227 -3.364 -0.374
50 H 3.940 -3.719 -0.705
51 H 2.812 -6.397 1.399
52 H 2.142 -4.728 1.330
53 H 3.990 -5.034 1.110
54 C 1.759 -0.132 4.007
55 O 2.050 0.500 2.780
56 C 2.332 -0.449 1.761
57 C 3.031 0.209 0.515
58 O 2.440 1.485 0.225
59 C 2.664 1.767 -1.112
60 H 0.751 -0.546 4.025
61 H 1.801 0.644 4.771
62 H 2.504 -0.874 4.293
63 H 1.484 -1.001 1.355
64 H 2.967 -1.211 2.211
65 H 2.819 -0.570 -0.219
66 H 4.094 0.346 0.714
67 H 2.289 1.191 -1.958
68 H 3.726 1.738 -1.354
69 H 2.456 2.819 -1.309

Atomic forces in eV per Å
Pb -1.15 1.01 1.51
Pb -2.38 0.26 0.81
B -0.69 -0.04 0.60
H 3.43 -1.94 -1.84
H -2.07 -3.27 1.49
H 1.17 2.58 2.48
H -2.98 2.13 -2.85
B -0.21 0.57 0.15
H -0.45 2.24 -3.19
H -1.79 1.12 3.82
H -1.15 -3.63 -0.72
H 4.57 0.86 0.67
B -0.05 -0.48 0.19
H -0.92 4.03 -0.99
H 0.55 -1.94 -3.97
H 3.15 0.08 2.05
H -3.54 -1.99 2.07
B 0.09 -0.03 -0.06
H 1.95 -3.16 2.54
H 2.07 3.64 -1.48
H -0.05 -2.16 -3.22
H -3.24 0.99 1.91
B 0.36 0.28 -1.24
H 1.27 0.57 -4.20
H -3.44 1.79 -0.29
H 0.10 -4.44 0.43
H 2.57 1.77 2.74
B 0.00 -0.05 -0.16
H -2.38 -2.39 -3.18
H -1.92 -0.25 3.95
H 4.52 -2.20 0.39
H 0.51 3.58 -1.03
B -0.43 0.91 0.07
H -1.23 0.58 -3.48
H 4.77 -1.53 0.11
H -0.29 3.92 2.26
H -1.60 -2.88 1.83
C 0.36 -0.08 0.95
O -1.42 -0.33 0.13
C 1.62 0.43 -0.05
C -1.29 -1.07 1.12
O -0.14 -1.36 -2.97
C -0.66 1.29 -1.55
H -0.11 -0.17 -0.46
H 0.24 -0.20 0.52
H 0.55 -0.11 -0.55
H 0.27 -0.15 0.03
H -0.44 0.17 0.91
H 0.01 0.67 -0.17
H 0.19 0.55 -0.59
H 0.09 0.05 -0.26
H 0.54 0.22 1.73
H 0.06 0.19 1.29
C -0.54 0.57 0.68
O 0.58 -0.66 -0.51
C 0.50 0.56 -0.71
C -1.11 -0.41 2.32
O 0.75 -2.03 -0.52
C 1.51 1.89 -1.66
H -0.05 -0.21 -0.21
H -0.10 0.13 -0.01
H 0.21 -0.30 -0.27
H -0.78 0.37 0.52
H 0.52 -0.18 -0.23
H 0.35 0.44 -0.76
H 0.21 0.02 -0.29
H -1.21 -0.56 0.79
H 0.82 -0.19 0.44
H -0.68 -0.06 0.17

As for the total charge: -3. As for the HOMO energy: 1.182 eV. The calculation puts the lowest unoccupied orbital energy at 0.2043 Eh. The frontier orbital gap comes out at 4.379 eV.

Electronic structure analysis, Löwdin charges in units of e: 1.5218 1.5419 -0.5353 -0.1120 -0.0344 -0.0300 -0.1078 -0.4984 -0.0415 -0.0396 -0.0795 -0.1433 -0.4602 -0.0668 -0.1372 -0.0943 -0.0705 -0.6102 -0.0398 -0.0403 -0.0505 -0.0767 -0.5766 -0.0663 -0.1228 -0.1035 -0.0480 -0.4858 -0.0968 -0.0806 -0.1185 -0.0977 -0.4996 -0.0639 -0.1247 -0.0516 -0.0287 -0.0709 -0.2160 -0.1711 -0.1572 -0.2501 -0.1054 0.0745 0.0903 0.0853 0.1046 0.1229 0.1177 0.1147 0.0815 0.0976 0.0784 -0.1071 -0.2965 -0.1949 -0.1582 -0.3176 -0.1534 0.1022 0.0886 0.0752 0.1245 0.1086 0.1160 0.1184 0.0862 0.0766 0.1044